Model P:
{
  "formula": "C5H14N2O",
  "method": "wB97M-V/def2-TZVPD",
  "smiles": "CN[C@H](CN)[C@H](C)O",
  "molar_mass_g_mol": 118.18,
  "multiplicity": 1,
  "elements": ["C", "N", "C", "C", "C", "O", "C", "N", "H", "H", "H", "H", "H", "H", "H", "H", "H", "H", "H", "H", "H", "H"],
  "positions_angstrom": [[1.69, -1.45, 1.08], [0.23, -1.51, 0.97], [-0.37, -0.41, 0.19], [0.04, 1.01, 0.70], [-1.17, 1.95, 0.74], [1.11, 1.61, -0.03], [-0.15, -0.69, -1.32], [-1.38, -0.41, -2.08], [2.12, -1.28, 0.09], [2.06, -0.65, 1.72], [2.06, -2.41, 1.42], [-0.13, -1.46, 1.92], [-1.43, -0.53, 0.32], [0.47, 0.93, 1.69], [-1.99, 1.41, 1.22], [-1.41, 2.31, -0.25], [-0.90, 2.84, 1.30], [0.89, 1.64, -0.97], [0.18, -1.71, -1.41], [0.60, 0.00, -1.72], [-2.17, -0.91, -1.67], [-1.26, -0.80, -3.01]],
  "nbo_charge": [-0.42, -0.62, -0.08, 0.09, -0.63, -0.72, -0.23, -0.84, 0.20, 0.17, 0.20, 0.35, 0.19, 0.17, 0.20, 0.21, 0.21, 0.46, 0.19, 0.17, 0.35, 0.35]
}

***

Model Q:
{
  "formula": "C5H14N2O",
  "method": "wB97M-V/def2-TZVPD",
  "smiles": "C=NCC[C@@H](C)N.O",
  "molar_mass_g_mol": 118.18,
  "multiplicity": 1,
  "elements": ["C", "C", "C", "C", "C", "N", "N", "H", "H", "H", "H", "H", "H", "H", "H", "H", "H", "H", "H", "H", "H", "O"],
  "positions_angstrom": [[1.70, -0.50, -1.89], [1.31, -0.72, -0.43], [0.22, 0.17, 0.24], [-0.45, 1.23, -0.63], [-2.74, 0.74, -0.13], [-1.82, 1.57, -0.38], [2.58, -0.61, 0.35], [1.62, 0.59, -1.90], [0.95, -0.79, -2.60], [2.72, -0.81, -2.08], [1.02, -1.80, -0.24], [-0.58, -0.54, 0.46], [0.55, 0.66, 1.16], [0.22, 2.10, -0.70], [-0.22, 1.04, -1.68], [-2.55, -0.27, 0.27], [-3.71, 1.22, -0.03], [3.43, -1.01, -0.08], [2.55, -1.08, 1.23], [-2.00, -1.08, 2.95], [-2.43, 0.16, 3.50], [-2.36, -0.24, 2.61]],
  "nbo_charge": [-0.62, -0.03, -0.43, -0.27, -0.05, -0.40, -0.86, 0.21, 0.22, 0.22, 0.16, 0.20, 0.22, 0.19, 0.21, 0.16, 0.17, 0.35, 0.35, 0.46, 0.47, -0.93]
}

***

Model R:
{
  "formula": "C5H14N2O",
  "method": "wB97M-V/def2-TZVPD",
  "molar_mass_g_mol": 118.18,
  "multiplicity": 1,
  "elements": ["C", "N", "O", "H", "H", "H", "H", "H", "C", "C", "C", "C", "N", "H", "H", "H", "H", "H", "H", "H", "H", "H"],
  "positions_angstrom": [[-2.74, -1.70, -1.39], [-2.66, -0.35, -1.12], [-1.09, -0.18, -2.08], [-0.38, 0.05, -1.43], [-3.15, 0.20, -1.82], [-3.42, -2.05, -2.17], [-2.64, -2.34, -0.52], [-1.53, -1.42, -1.96], [2.29, 0.47, -0.84], [-0.55, 0.41, 1.62], [1.97, 0.79, 1.97], [0.83, 0.52, 1.02], [0.97, 0.37, -0.24], [2.20, 0.36, -1.92], [2.97, -0.31, -0.47], [2.77, 1.44, -0.64], [-0.57, -0.40, 2.35], [-0.78, 1.33, 2.16], [1.63, 0.84, 3.00], [2.73, 0.01, 1.90], [2.46, 1.73, 1.73], [-1.31, 0.24, 0.86]],
  "nbo_charge": [-0.57, -0.31, -0.82, 0.50, 0.36, 0.19, 0.20, 0.41, -0.45, -0.67, -0.70, 0.35, -0.47, 0.21, 0.19, 0.19, 0.22, 0.22, 0.22, 0.23, 0.23, 0.26]
}

***

model P ends up most stable, edging out the next structure by 0.0575 hartree.

***

Model P:
{
  "formula": "C5H14N2O",
  "method": "wB97M-V/def2-TZVPD",
  "smiles": "C[C@@H](N)CNCCO",
  "molar_mass_g_mol": 118.18,
  "multiplicity": 1,
  "elements": ["N", "C", "C", "C", "N", "C", "C", "O", "H", "H", "H", "H", "H", "H", "H", "H", "H", "H", "H", "H", "H", "H"],
  "positions_angstrom": [[1.62, 0.28, 2.55], [1.17, -0.38, 1.31], [2.38, -1.06, 0.66], [0.48, 0.61, 0.36], [-0.28, -0.06, -0.68], [-1.31, 0.79, -1.29], [-2.41, -0.04, -1.92], [-3.49, -0.24, -0.99], [-3.44, -1.11, -0.59], [2.09, 1.14, 2.32], [0.86, 0.45, 3.21], [0.46, -1.15, 1.58], [2.94, -0.37, 0.04], [2.04, -1.90, 0.06], [3.02, -1.48, 1.43], [-0.19, 1.20, 0.98], [1.26, 1.32, 0.02], [0.35, -0.33, -1.42], [-0.88, 1.45, -2.07], [-1.77, 1.44, -0.54], [-2.87, 0.45, -2.77], [-2.04, -1.01, -2.25]],
  "nbo_charge": [-0.84, -0.05, -0.63, -0.23, -0.63, -0.25, -0.07, -0.73, 0.47, 0.35, 0.36, 0.19, 0.20, 0.21, 0.23, 0.19, 0.16, 0.35, 0.17, 0.21, 0.17, 0.17]
}

***

Model Q:
{
  "formula": "C5H14N2O",
  "method": "wB97M-V/def2-TZVPD",
  "smiles": "CCNCOCCN",
  "molar_mass_g_mol": 118.18,
  "multiplicity": 1,
  "elements": ["C", "O", "C", "N", "H", "H", "H", "H", "H", "H", "C", "C", "C", "N", "H", "H", "H", "H", "H", "H", "H", "H"],
  "positions_angstrom": [[1.58, 1.52, 0.44], [0.21, 1.55, 0.28], [2.13, 0.15, 0.89], [2.22, -0.78, -0.24], [2.06, 1.80, -0.51], [1.93, 2.23, 1.20], [3.10, 0.35, 1.36], [1.39, -0.23, 1.59], [2.80, -0.36, -0.96], [2.73, -1.62, 0.02], [-2.26, -1.16, -1.48], [-1.22, -1.05, -0.39], [-1.46, 1.15, 0.54], [-1.67, -0.16, 0.68], [-3.24, -1.47, -1.08], [-2.40, -0.20, -1.98], [-1.96, -1.86, -2.26], [-0.99, -2.02, 0.05], [-0.27, -0.66, -0.76], [-1.46, 1.77, 1.42], [-1.62, 1.58, -0.44], [-1.61, -0.50, 1.62]],
  "nbo_charge": [-0.02, -0.81, -0.24, -0.84, 0.14, 0.14, 0.16, 0.18, 0.35, 0.35, -0.61, -0.24, 0.15, -0.59, 0.21, 0.20, 0.21, 0.20, 0.24, 0.22, 0.22, 0.39]
}

***

Model R:
{
  "formula": "C5H14N2O",
  "method": "wB97M-V/def2-TZVPD",
  "smiles": "C[C@H](N)C/C=C/N.O",
  "molar_mass_g_mol": 118.18,
  "multiplicity": 1,
  "elements": ["C", "C", "C", "C", "C", "N", "N", "H", "H", "H", "H", "H", "H", "H", "H", "H", "H", "H", "H", "H", "H", "O"],
  "positions_angstrom": [[0.02, -2.04, 2.14], [-0.10, -1.75, 0.65], [-1.05, -0.52, 0.47], [-0.68, 0.34, -0.71], [-0.98, 1.64, -0.78], [-0.83, 2.52, -1.82], [1.24, -1.59, 0.14], [-0.94, -2.34, 2.56], [0.22, -1.10, 2.66], [0.72, -2.80, 2.47], [-0.52, -2.62, 0.15], [-2.06, -0.85, 0.26], [-1.03, 0.07, 1.38], [-0.40, -0.15, -1.64], [-1.34, 2.14, 0.12], [-0.54, 2.37, -2.77], [-0.97, 3.50, -1.70], [1.73, -0.94, 0.75], [1.26, -1.22, -0.80], [1.60, 2.19, -1.68], [2.29, 1.15, -0.72], [2.35, 2.01, -1.12]],
  "nbo_charge": [-0.61, -0.05, -0.44, -0.32, 0.02, -0.84, -0.83, 0.21, 0.19, 0.22, 0.18, 0.21, 0.20, 0.18, 0.19, 0.39, 0.39, 0.35, 0.36, 0.48, 0.47, -0.95]
}

***

model P ends up most stable, edging out the next structure by 0.0078 hartree.

***

Model P:
{
  "formula": "C5H14N2O",
  "method": "wB97M-V/def2-TZVPD",
  "smiles": "CCNC[C@@H](N)CO",
  "molar_mass_g_mol": 118.18,
  "multiplicity": 1,
  "elements": ["N", "C", "C", "O", "C", "N", "C", "C", "H", "H", "H", "H", "H", "H", "H", "H", "H", "H", "H", "H", "H", "H"],
  "positions_angstrom": [[-0.67, -1.88, 2.22], [-0.71, -0.93, 1.09], [-1.04, 0.46, 1.66], [-2.36, 0.53, 2.19], [0.59, -0.72, 0.22], [0.19, 0.04, -0.98], [1.21, 0.18, -2.03], [1.40, 1.65, -2.39], [-1.61, -1.85, 2.59], [0.00, -1.63, 2.94], [-1.48, -1.30, 0.42], [-0.39, 0.71, 2.53], [-0.91, 1.26, 0.92], [-3.00, 0.14, 1.58], [1.33, -0.27, 0.88], [0.85, -1.71, -0.14], [-0.68, -0.25, -1.39], [2.26, -0.11, -1.80], [0.85, -0.38, -2.90], [0.50, 2.03, -2.90], [1.52, 2.26, -1.49], [2.13, 1.76, -3.22]],
  "nbo_charge": [-0.84, -0.07, -0.08, -0.73, -0.22, -0.66, -0.23, -0.61, 0.37, 0.36, 0.17, 0.17, 0.18, 0.46, 0.19, 0.18, 0.36, 0.19, 0.18, 0.20, 0.21, 0.20]
}

***

Model Q:
{
  "formula": "C5H14N2O",
  "method": "wB97M-V/def2-TZVPD",
  "smiles": "C/C(N)=C/O.CNC",
  "molar_mass_g_mol": 118.18,
  "multiplicity": 1,
  "elements": ["C", "C", "N", "H", "H", "H", "H", "H", "H", "H", "C", "C", "N", "C", "O", "H", "H", "H", "H", "H", "H", "H"],
  "positions_angstrom": [[2.87, -0.14, 0.38], [1.83, 1.88, -0.43], [1.65, 0.64, 0.31], [0.92, 0.10, -0.13], [2.66, -1.06, 0.93], [3.62, 0.43, 0.93], [3.29, -0.40, -0.60], [0.88, 2.39, -0.50], [2.53, 2.51, 0.11], [2.23, 1.72, -1.45], [-1.20, -1.51, 1.12], [-1.85, -0.70, 0.05], [-2.51, -1.43, -0.97], [-1.74, 0.63, 0.00], [-2.27, 1.43, -0.99], [-2.53, 0.88, -1.73], [-3.40, -1.01, -1.25], [-2.65, -2.39, -0.71], [-1.23, 1.20, 0.76], [-0.60, -0.88, 1.77], [-1.95, -2.02, 1.72], [-0.55, -2.27, 0.68]],
  "nbo_charge": [-0.41, -0.41, -0.63, 0.36, 0.20, 0.19, 0.16, 0.20, 0.19, 0.16, -0.64, 0.06, -0.84, 0.05, -0.69, 0.47, 0.37, 0.38, 0.19, 0.24, 0.21, 0.21]
}

***

Model R:
{
  "formula": "C5H14N2O",
  "method": "wB97M-V/def2-TZVPD",
  "smiles": "C=CCO.CNCN",
  "molar_mass_g_mol": 118.18,
  "multiplicity": 1,
  "elements": ["C", "O", "C", "C", "H", "H", "H", "H", "H", "H", "C", "N", "C", "N", "H", "H", "H", "H", "H", "H", "H", "H"],
  "positions_angstrom": [[1.54, 2.70, 0.38], [1.86, 1.87, 1.49], [0.59, 1.92, -0.47], [-0.61, 2.35, -0.80], [2.45, 2.96, -0.17], [1.06, 3.62, 0.71], [2.43, 2.36, 2.10], [0.93, 0.92, -0.73], [-1.32, 1.74, -1.34], [-0.95, 3.33, -0.48], [0.53, -2.44, -0.76], [-0.12, -2.34, 0.54], [-1.56, -2.10, 0.44], [-1.92, -0.71, 0.20], [1.60, -2.58, -0.66], [0.12, -3.24, -1.39], [0.38, -1.50, -1.31], [0.04, -3.16, 1.09], [-1.99, -2.42, 1.39], [-2.02, -2.69, -0.36], [-1.41, -0.12, 0.85], [-1.61, -0.45, -0.72]],
  "nbo_charge": [-0.10, -0.72, -0.19, -0.38, 0.17, 0.16, 0.47, 0.20, 0.20, 0.19, -0.42, -0.64, -0.06, -0.83, 0.21, 0.16, 0.18, 0.36, 0.18, 0.15, 0.37, 0.34]
}

***

Model S:
{
  "formula": "C5H14N2O",
  "method": "wB97M-V/def2-TZVPD",
  "molar_mass_g_mol": 118.18,
  "multiplicity": 1,
  "elements": ["C", "C", "C", "C", "C", "N", "N", "O", "H", "H", "H", "H", "H", "H", "H", "H", "H", "H", "H", "H", "H", "H"],
  "positions_angstrom": [[2.42, -0.35, -0.28], [-1.04, 0.08, 0.11], [-0.84, 0.30, -1.39], [-1.91, 1.20, 0.70], [-1.66, -1.28, 0.38], [2.33, 0.93, -0.23], [2.46, -1.14, 0.85], [2.18, 1.73, -1.21], [2.33, 1.36, 0.71], [2.40, -0.84, -1.25], [-0.06, 0.11, 0.60], [2.68, -0.66, 1.71], [2.93, -2.03, 0.76], [-0.33, -0.55, -1.83], [-0.24, 1.19, -1.58], [-1.80, 0.42, -1.88], [-1.51, 2.17, 0.42], [-1.94, 1.13, 1.79], [-2.92, 1.12, 0.31], [-1.74, -1.47, 1.44], [-2.67, -1.33, -0.05], [-1.06, -2.07, -0.07]],
  "nbo_charge": [0.19, -0.21, -0.62, -0.60, -0.60, -0.09, -0.82, -0.60, 0.34, 0.21, 0.18, 0.38, 0.40, 0.20, 0.24, 0.20, 0.21, 0.20, 0.20, 0.20, 0.20, 0.20]
}

***

model Q ends up most stable, edging out the next structure by 0.0084 hartree.

***

Model P:
{
  "formula": "C5H14N2O",
  "method": "wB97M-V/def2-TZVPD",
  "smiles": "N/C=C/CCCN.O",
  "molar_mass_g_mol": 118.18,
  "multiplicity": 1,
  "elements": ["C", "C", "C", "N", "C", "C", "N", "H", "H", "H", "H", "H", "H", "H", "H", "H", "H", "H", "H", "H", "H", "O"],
  "positions_angstrom": [[1.80, 0.03, -1.16], [0.46, -0.68, -1.19], [-0.81, 0.12, -1.14], [-1.80, 3.08, 0.99], [-1.62, 2.23, -0.09], [-1.03, 1.04, 0.02], [2.04, 0.97, -0.07], [2.00, 0.56, -2.07], [2.53, -0.77, -1.15], [0.46, -1.39, -0.35], [0.42, -1.22, -2.14], [-0.93, 0.66, -2.09], [-1.63, -0.60, -1.20], [-1.58, 2.68, 1.89], [-2.42, 3.87, 0.95], [-1.80, 2.60, -1.10], [-0.60, 0.76, 0.98], [1.95, 1.92, -0.40], [1.39, 0.82, 0.70], [0.04, -6.07, 2.36], [1.54, -5.76, 2.08], [0.65, -5.40, 2.01]],
  "nbo_charge": [-0.21, -0.40, -0.42, -0.83, 0.00, -0.30, -0.84, 0.18, 0.17, 0.19, 0.21, 0.19, 0.21, 0.38, 0.39, 0.19, 0.17, 0.36, 0.35, 0.47, 0.47, -0.94]
}

***

Model Q:
{
  "formula": "C5H14N2O",
  "method": "wB97M-V/def2-TZVPD",
  "molar_mass_g_mol": 118.18,
  "multiplicity": 1,
  "elements": ["N", "C", "C", "O", "C", "N", "C", "C", "H", "H", "H", "H", "H", "H", "H", "H", "H", "H", "H", "H", "H", "H"],
  "positions_angstrom": [[-0.59, 1.50, -0.39], [0.90, 1.21, -0.63], [1.56, 0.74, 0.76], [2.10, 1.79, 1.66], [1.00, 0.02, -1.56], [-0.79, -1.04, 0.01], [-1.73, -1.91, -0.64], [-2.41, -2.16, 0.61], [-0.88, 0.51, -0.25], [-0.72, 2.10, 0.41], [1.32, 2.27, -0.91], [0.68, 0.40, 1.29], [2.31, 0.03, 0.49], [3.04, 1.82, 1.87], [2.00, -0.38, -1.74], [0.02, -0.76, -0.65], [0.42, 0.09, -2.48], [-2.30, -1.50, -1.48], [-1.30, -2.82, -1.03], [-2.90, -1.23, 0.96], [-3.15, -3.04, 0.37], [-1.65, -2.49, 1.33]],
  "nbo_charge": [-0.86, -0.17, -0.07, -0.76, -0.23, -0.61, -0.26, -0.59, 0.38, 0.36, 0.27, 0.21, 0.16, 0.48, 0.22, 0.25, 0.22, 0.19, 0.15, 0.23, 0.22, 0.23]
}

***

Model R:
{
  "formula": "C5H14N2O",
  "method": "wB97M-V/def2-TZVPD",
  "smiles": "[H]/N=C\\NC.CCCO",
  "molar_mass_g_mol": 118.18,
  "multiplicity": 1,
  "elements": ["C", "N", "C", "N", "H", "H", "H", "H", "H", "H", "H", "C", "O", "C", "C", "H", "H", "H", "H", "H", "H", "H"],
  "positions_angstrom": [[-2.84, 0.67, -0.30], [-0.69, -2.19, -0.06], [-1.55, -1.29, 0.30], [-2.54, -0.73, -0.49], [-1.97, 1.37, -0.36], [-3.22, 0.75, 0.74], [-3.60, 1.00, -1.00], [-1.02, -2.90, -0.79], [1.53, -1.92, 1.33], [-1.49, -0.81, 1.27], [-2.58, -1.10, -1.46], [2.14, -0.63, 0.02], [1.87, -1.01, 1.33], [2.36, 0.91, -0.14], [1.09, 1.71, 0.28], [1.34, -0.89, -0.69], [3.03, -1.11, -0.39], [2.68, 1.13, -1.15], [3.21, 1.26, 0.53], [1.16, 2.75, -0.12], [0.91, 1.79, 1.32], [0.20, 1.24, -0.16]],
  "nbo_charge": [-0.41, -0.77, 0.32, -0.63, 0.19, 0.20, 0.21, 0.35, 0.49, 0.17, 0.38, -0.06, -0.73, -0.41, -0.61, 0.16, 0.15, 0.20, 0.20, 0.20, 0.21, 0.19]
}

***

Model S:
{
  "formula": "C5H14N2O",
  "method": "wB97M-V/def2-TZVPD",
  "smiles": "CCC/C(N)=C/N.O",
  "molar_mass_g_mol": 118.18,
  "multiplicity": 1,
  "elements": ["C", "C", "C", "C", "C", "N", "N", "H", "H", "H", "H", "H", "H", "H", "H", "H", "H", "H", "H", "H", "H", "O"],
  "positions_angstrom": [[-0.41, 0.45, 2.28], [-1.62, 0.04, 1.47], [-1.55, 0.59, 0.01], [-0.47, -0.04, -0.84], [-0.01, -1.28, -0.76], [0.96, -1.77, -1.64], [0.12, 0.81, -1.85], [-0.45, 0.09, 3.32], [-0.38, 1.54, 2.40], [0.51, 0.06, 1.84], [-2.55, 0.42, 1.87], [-1.73, -1.04, 1.47], [-2.51, 0.39, -0.45], [-1.27, 1.63, 0.17], [-0.47, -1.97, -0.07], [1.57, -1.07, -2.04], [1.33, -2.68, -1.40], [-0.29, 0.57, -2.74], [-0.11, 1.78, -1.64], [3.01, -0.24, -0.28], [2.98, 1.07, -0.97], [3.36, 0.65, -0.18]],
  "nbo_charge": [-0.62, -0.38, -0.43, 0.07, -0.06, -0.85, -0.86, 0.21, 0.20, 0.22, 0.20, 0.19, 0.22, 0.20, 0.20, 0.39, 0.38, 0.37, 0.37, 0.46, 0.47, -0.94]
}

***

model S ends up most stable, edging out the next structure by 0.0205 hartree.